(1)
{
  "formula": "C22H32IN3O5",
  "method": "ωB97M-V with the def2-TZVPD basis set",
  "species": ["C", "C", "C", "I", "C", "C", "C", "O", "C", "C", "C", "C", "O", "C", "N", "C", "C", "C", "O", "H", "H", "H", "H", "H", "H", "H", "H", "H", "H", "C", "O", "C", "C", "C", "N", "H", "H", "H", "H", "H", "H", "H", "H", "H", "H", "H", "C", "O", "C", "C", "C", "N", "H", "H", "H", "H", "H", "H", "H", "H", "H", "H", "H"],
  "xyz": [[-2.3364, -0.4067, -1.5512], [-1.1252, -1.3253, -1.7935], [-0.3942, -1.6967, -0.4760], [-0.5167, -3.7928, -0.0610], [1.0407, -1.2530, -0.4999], [1.9664, -1.6733, -1.3643], [3.3483, -1.1363, -1.3233], [4.3032, -1.7751, -1.7006], [3.4748, 0.2488, -0.7902], [4.4872, 1.1080, -1.1963], [4.5299, 2.3873, -0.6857], [3.5754, 2.8064, 0.2228], [3.7098, 4.1378, 0.6436], [2.8767, 4.5382, 1.5499], [2.1023, 4.8708, 2.3322], [2.5633, 1.9727, 0.6479], [2.5306, 0.6911, 0.1238], [1.4311, -0.2358, 0.5298], [0.8833, -0.1636, 1.6035], [-3.0584, -0.5743, -2.3475], [-2.7857, -0.5663, -0.5741], [-2.0069, 0.6282, -1.6319], [-1.3997, -2.2121, -2.3578], [-0.4162, -0.7719, -2.4081], [-0.8821, -1.1882, 0.3478], [1.7199, -2.4248, -2.1041], [5.2118, 0.7593, -1.9181], [5.3020, 3.0799, -0.9920], [1.8068, 2.2970, 1.3502], [-1.5668, -5.7693, 3.7666], [-1.2138, -4.4047, 3.6720], [-1.4960, -3.6200, 4.8128], [-0.4513, -3.7125, 5.9322], [-0.5225, -5.0035, 6.7418], [0.9155, -3.5369, 5.4352], [-2.4760, -5.9075, 4.3601], [-0.7607, -6.3702, 4.1952], [-1.7525, -6.1280, 2.7539], [-1.5134, -2.5879, 4.4530], [-2.5020, -3.8490, 5.1911], [-0.6604, -2.8843, 6.6165], [-0.0778, -5.8412, 6.2046], [0.0302, -4.8898, 7.6739], [-1.5542, -5.2620, 6.9886], [1.0035, -2.6224, 5.0016], [1.0569, -4.1930, 4.6716], [-2.9585, 3.4428, -2.7335], [-2.2669, 2.6450, -3.6777], [-2.1542, 3.2025, -4.9729], [-1.0213, 4.2245, -5.1366], [-1.3207, 5.5892, -4.5241], [0.2534, 3.7343, -4.6040], [-3.7700, 4.0106, -3.1970], [-2.2775, 4.1292, -2.2246], [-3.3830, 2.7735, -1.9853], [-1.9429, 2.3561, -5.6318], [-3.1169, 3.6260, -5.2884], [-0.8927, 4.3701, -6.2135], [-1.2059, 5.5798, -3.4403], [-0.6266, 6.3328, -4.9140], [-2.3353, 5.9165, -4.7592], [0.5237, 2.8882, -5.0971], [0.0948, 3.4317, -3.6464]],
  "lumo_energy_ev": -1.4,
  "total_energy_ev": -46138.6353,
  "smiles": "CC[C@@H](I)C1=CC(=O)c2ccc(OC#N)cc2C1=O.COC[C@@H](C)N.COC[C@@H](C)N"
}



(2)
{
  "formula": "C22H32N2O4",
  "method": "ωB97M-V with the def2-TZVPD basis set",
  "species": ["C", "C", "C", "C", "C", "C", "C", "N", "C", "O", "C", "C", "C", "C", "O", "C", "C", "O", "C", "C", "C", "N", "C", "C", "O", "C", "C", "C", "H", "H", "H", "H", "H", "H", "H", "H", "H", "H", "H", "H", "H", "H", "H", "H", "H", "H", "H", "H", "H", "H", "H", "H", "H", "H", "H", "H", "H", "H", "H", "H"],
  "xyz": [[-2.4236, -2.8152, -1.0919], [-3.3862, -2.1250, -0.1334], [-3.6007, -0.6468, -0.5073], [-4.7042, -0.4481, -1.5582], [-6.1037, -0.6577, -0.9864], [-6.3005, 0.2438, 0.2274], [-5.2064, -0.0404, 1.2518], [-3.8957, 0.1546, 0.6651], [-3.0901, 1.1201, 1.1631], [-3.4274, 1.8459, 2.0831], [-1.7353, 1.2592, 0.5384], [-1.3800, 2.4480, -0.0776], [-0.1108, 2.6024, -0.6057], [0.8384, 1.5909, -0.5275], [2.0973, 1.7023, -1.0633], [2.4701, 2.9053, -1.6902], [0.4984, 0.3934, 0.1326], [1.2794, -0.7174, 0.2786], [2.6944, -0.6316, 0.2828], [3.2055, 0.2333, 1.4483], [4.6256, -0.2127, 1.8353], [5.3032, -0.7576, 0.6832], [6.0712, -0.0513, -0.1852], [6.4648, 1.3477, 0.2412], [6.4544, -0.5314, -1.2347], [4.7551, -2.0341, 0.2575], [3.2314, -2.0551, 0.4358], [-0.7833, 0.2564, 0.6527], [-1.4470, -2.3370, -1.0609], [-2.7957, -2.7722, -2.1128], [-2.3026, -3.8606, -0.8178], [-4.3374, -2.6581, -0.1291], [-2.9762, -2.1712, 0.8776], [-2.6643, -0.2717, -0.9313], [-4.5284, -1.1311, -2.3902], [-4.6315, 0.5728, -1.9408], [-6.8483, -0.4319, -1.7521], [-6.2398, -1.7000, -0.6912], [-7.2782, 0.0733, 0.6799], [-6.2421, 1.2904, -0.0776], [-5.2809, 0.6394, 2.1027], [-5.2895, -1.0720, 1.6106], [-2.0957, 3.2519, -0.1499], [0.1343, 3.5313, -1.0949], [3.4976, 2.7515, -2.0183], [2.4319, 3.7517, -0.9966], [1.8430, 3.1175, -2.5612], [3.0513, -0.2253, -0.6700], [3.1981, 1.2822, 1.1518], [2.5311, 0.1162, 2.2986], [4.5779, -1.0070, 2.5865], [5.1897, 0.6142, 2.2627], [7.0248, 1.3243, 1.1732], [5.5848, 1.9739, 0.3656], [7.0950, 1.7701, -0.5368], [5.2186, -2.8413, 0.8357], [5.0304, -2.1586, -0.7921], [2.7724, -2.6997, -0.3125], [2.9499, -2.4331, 1.4196], [-1.0143, -0.6690, 1.1564]],
  "relative_energy_kj_mol": 201.1,
  "lumo_energy_ev": 0.6,
  "total_energy_ev": -34504.2240,
  "smiles": "CC[C@H]1CCCCN1C(=O)c1ccc(OC)c(OC2CCN(C(C)=O)CC2)c1"
}



(3)
{
  "formula": "C22H32N2O4",
  "method": "ωB97M-V with the def2-TZVPD basis set",
  "species": ["C", "O", "C", "C", "O", "N", "C", "C", "C", "O", "C", "C", "C", "C", "C", "O", "N", "C", "C", "C", "C", "C", "C", "C", "C", "C", "C", "C", "H", "H", "H", "H", "H", "H", "H", "H", "H", "H", "H", "H", "H", "H", "H", "H", "H", "H", "H", "H", "H", "H", "H", "H", "H", "H", "H", "H", "H", "H", "H", "H"],
  "xyz": [[-7.1109, -2.0393, -1.5744], [-7.1168, -0.6714, -1.2404], [-7.0348, -0.4405, 0.1477], [-5.7093, -0.8625, 0.7961], [-5.7097, -1.5957, 1.7697], [-4.5729, -0.4013, 0.2388], [-4.4612, 0.5806, -0.8149], [-3.9027, 1.8895, -0.2507], [-2.5493, 1.6433, 0.4240], [-1.6486, 1.2628, -0.6029], [-0.3063, 1.2734, -0.3842], [0.3291, 1.7233, 0.7686], [1.7099, 1.6783, 0.8589], [2.4799, 1.1860, -0.1854], [3.9776, 1.2150, -0.1204], [4.6122, 2.0309, -0.7658], [4.5804, 0.3140, 0.6924], [3.8816, -0.7228, 1.4120], [4.2774, -2.1401, 0.9674], [4.4243, -2.2416, -0.5558], [5.8461, -2.5734, -1.0143], [6.9667, -1.7416, -0.3821], [6.7743, -0.2234, -0.4171], [6.0274, 0.3753, 0.7842], [1.8437, 0.7633, -1.3479], [0.4698, 0.7966, -1.4428], [-2.6936, 0.5408, 1.4830], [-3.2996, -0.7135, 0.8547], [-7.1950, -2.0908, -2.6579], [-7.9586, -2.5593, -1.1140], [-6.1840, -2.5268, -1.2535], [-7.8291, -0.9835, 0.6790], [-7.1875, 0.6335, 0.2897], [-3.7618, 0.1978, -1.5657], [-5.4253, 0.7436, -1.2905], [-4.5925, 2.3050, 0.4854], [-3.7768, 2.6077, -1.0609], [-2.2077, 2.5777, 0.8931], [-0.2320, 2.1179, 1.6013], [2.1927, 2.0351, 1.7574], [4.0754, -0.6096, 2.4864], [2.8127, -0.5844, 1.2431], [3.5083, -2.8245, 1.3278], [5.2102, -2.4295, 1.4484], [3.7558, -3.0108, -0.9469], [4.1180, -1.2976, -1.0075], [6.0533, -3.6257, -0.8016], [5.8862, -2.4473, -2.0988], [7.8830, -1.9846, -0.9258], [7.1308, -2.0539, 0.6517], [7.7619, 0.2417, -0.4315], [6.2642, 0.0779, -1.3317], [6.2910, 1.4362, 0.8421], [6.3341, -0.1153, 1.7102], [2.4322, 0.4063, -2.1798], [-0.0336, 0.4652, -2.3374], [-3.3419, 0.9015, 2.2829], [-1.7203, 0.2932, 1.9084], [-2.6230, -1.1024, 0.0864], [-3.4717, -1.4788, 1.6130]],
  "relative_energy_kj_mol": 227.4,
  "lumo_energy_ev": 0.6,
  "total_energy_ev": -34503.9518,
  "smiles": "COCC(=O)N1CCC(Oc2ccc(C(=O)N3CCCCCCC3)cc2)CC1"
}



(4)
{
  "formula": "C22H32N4S2",
  "method": "ωB97M-V with the def2-TZVPD basis set",
  "species": ["C", "C", "N", "C", "C", "N", "C", "C", "C", "C", "C", "S", "C", "C", "N", "C", "S", "N", "C", "C", "C", "C", "C", "C", "C", "C", "C", "C", "H", "H", "H", "H", "H", "H", "H", "H", "H", "H", "H", "H", "H", "H", "H", "H", "H", "H", "H", "H", "H", "H", "H", "H", "H", "H", "H", "H", "H", "H", "H", "H"],
  "xyz": [[-4.8510, -2.3849, 1.3051], [-4.9484, -1.2342, 0.3096], [-3.7980, -0.3501, 0.3840], [-2.5957, -0.9380, -0.1718], [-1.4134, 0.0018, 0.0525], [-1.6670, 1.2501, -0.6370], [-0.5628, 2.1881, -0.7917], [0.1437, 2.6039, 0.4654], [0.2616, 3.8774, 0.9326], [1.0101, 3.9767, 2.1259], [1.4539, 2.7731, 2.5616], [0.9649, 1.4958, 1.5203], [0.4466, 1.7466, -1.8970], [-0.2749, 1.0962, -3.0717], [1.4927, 0.8819, -1.4180], [2.7313, 1.3108, -1.1106], [3.2762, 2.8441, -1.4163], [3.5812, 0.4323, -0.5162], [3.3158, -0.8778, -0.0928], [2.7098, -1.7918, -0.9513], [2.4307, -3.0859, -0.5397], [1.7543, -4.0566, -1.4592], [2.7897, -3.4637, 0.7480], [3.4219, -2.5695, 1.5921], [3.6938, -1.2689, 1.1969], [4.3636, -0.2984, 2.1209], [-2.8547, 1.8539, -0.0643], [-4.0435, 0.9204, -0.2704], [-4.0917, -3.1052, 1.0129], [-4.6027, -1.9961, 2.2887], [-5.8054, -2.9024, 1.3610], [-5.0887, -1.6328, -0.7119], [-5.8297, -0.6363, 0.5567], [-2.3933, -1.8839, 0.3320], [-2.7080, -1.1298, -1.2557], [-0.5102, -0.4694, -0.3356], [-1.2946, 0.1433, 1.1390], [-1.0256, 3.0995, -1.1919], [-0.1658, 4.7271, 0.4306], [1.2095, 4.9051, 2.6297], [2.0347, 2.5439, 3.4330], [0.9577, 2.6558, -2.2355], [-1.0317, 1.7717, -3.4575], [0.4371, 0.8747, -3.8629], [-0.7627, 0.1777, -2.7594], [1.2231, -0.0269, -1.0682], [4.4325, 0.8599, -0.1789], [2.4891, -1.4967, -1.9674], [1.7038, -3.6658, -2.4723], [2.2898, -5.0040, -1.4755], [0.7392, -4.2551, -1.1146], [2.5818, -4.4678, 1.0868], [3.7037, -2.8855, 2.5860], [5.3680, -0.0578, 1.7689], [4.4470, -0.7195, 3.1191], [3.7942, 0.6285, 2.1792], [-3.0548, 2.8022, -0.5679], [-2.7341, 2.0475, 1.0150], [-4.9368, 1.3744, 0.1652], [-4.2081, 0.7905, -1.3556]],
  "relative_energy_kj_mol": 0.0,
  "lumo_energy_ev": 0.6,
  "total_energy_ev": -50964.9678,
  "smiles": "CCN1CCN([C@@H](c2cccs2)[C@H](C)NC(=S)Nc2cc(C)ccc2C)CC1"
}



In the order shown, the computed orbital gap values come out to 7.69; 8.98; 9.24; 8.49 eV.
In the order shown, the computed HOMO values come out to -0.333; -0.307; -0.317; -0.290 Ha.